Record 1
Density functional theory data (ωB97M-V with the def2-TZVPD basis set) for a molecular structure, C6H22LiN8O6.

The value obtained for the calculated total energy is -30989.1407 eV. As for the molar mass: 309.23 g mol⁻¹. The calculation puts the HOMO energy at -12.02 eV. The charge is +1. The energy above the lowest of the compared OMol25 structures with the same formula, charge and spin is 60.50 kcal per mole. The calculation puts the LUMO energy at -2.04 eV. As for the largest force on an atom: 6.140 eV/A. For the frontier orbital gap, the calculation gives 9.9724 eV.

```
43
Properties=species:S:1:pos:R:3:forces:R:3:nbo_charge:R:1
Li -4.93935 4.12744 -8.78945 -0.136 0.482 -0.375 0.90
C -2.92072 6.43505 -8.04229 0.386 0.751 0.331 -0.09
C -2.18087 7.53392 -7.17867 -0.570 -0.760 -1.235 -0.11
O -0.86743 7.09577 -6.89509 0.149 -0.779 0.859 -0.73
O -3.67918 5.48318 -7.26372 0.354 0.574 -0.230 -0.74
H -2.17921 5.87844 -8.61539 0.141 0.216 -0.097 0.19
H -3.63371 6.86311 -8.74692 0.075 0.126 0.164 0.19
H -2.79840 7.70828 -6.29756 0.121 0.109 0.189 0.17
H -1.98520 8.46917 -7.70319 -0.981 0.115 -0.386 0.18
H -0.68054 7.32395 -5.98153 0.275 -0.047 0.020 0.47
H -3.05728 5.17342 -6.60123 -0.080 -0.399 0.205 0.47
C -7.19395 6.32342 -9.45438 0.126 -0.057 3.960 0.76
O -6.43995 5.57111 -8.88942 2.073 -2.295 0.839 -0.74
N -8.03618 7.03147 -8.75222 -2.296 1.441 2.803 -0.82
N -7.20332 6.61560 -10.67264 0.577 0.278 -6.106 -0.80
H -7.93638 6.86785 -7.76057 -0.599 0.375 -0.111 0.42
H -8.78159 7.58325 -9.15223 0.202 -0.121 0.482 0.39
H -7.92586 7.24770 -10.98648 0.595 -0.402 -0.820 0.40
H -6.59973 6.00509 -11.20467 -0.352 0.495 -0.868 0.42
C -3.67353 5.27160 -11.88974 -1.228 -0.717 1.146 0.77
O -3.61048 5.08679 -10.69980 0.968 -0.227 1.600 -0.68
N -3.95048 6.41265 -12.44628 -0.561 3.881 -1.324 -0.82
N -3.72478 4.31839 -12.80680 0.470 -2.823 -0.917 -0.86
H -4.01621 7.25532 -11.89339 0.071 -0.151 -0.342 0.42
H -4.02393 6.41005 -13.45360 0.050 0.899 0.404 0.38
H -3.47318 3.40714 -12.45123 -0.125 -0.098 -0.679 0.42
H -3.91514 4.54604 -13.77222 0.472 -0.668 0.232 0.39
C -6.50238 2.68364 -11.16256 1.441 0.938 -0.468 0.78
O -5.57902 3.17627 -10.50498 -0.796 -0.398 -0.129 -0.72
N -7.48706 1.94408 -10.71899 -1.943 -1.625 3.101 -0.82
N -6.62597 2.85275 -12.47688 0.705 0.714 -1.761 -0.84
H -7.56477 1.89448 -9.71321 -0.109 -0.277 -0.194 0.40
H -8.10187 1.35927 -11.26682 0.313 0.344 0.036 0.41
H -7.47385 2.55677 -12.93905 0.529 0.332 -0.242 0.40
H -5.87628 3.37529 -12.90700 -0.384 -0.123 -0.348 0.41
C -4.70184 1.32811 -7.77728 1.813 1.528 0.063 0.78
O -4.78261 2.54504 -7.84187 -0.772 0.628 0.325 -0.74
N -3.58144 0.68543 -7.97756 3.837 -0.938 -1.118 -0.81
N -5.58679 0.46198 -7.41490 -4.341 -1.001 0.887 -0.81
H -3.60287 -0.32420 -7.99438 0.689 0.430 0.021 0.38
H -2.70790 1.18959 -7.92423 -0.148 -0.294 -0.347 0.42
H -5.29732 -0.49987 -7.30923 -0.887 0.362 0.378 0.40
H -6.46043 0.86089 -7.10229 -0.126 -0.815 0.054 0.41
```
Positions in Å, forces in eV/Å.

***

Record 2
Density functional theory data (ωB97M-V with the def2-TZVPD basis set) for 5 unconnected molecules or ions with the total composition C6H22N2O4.

The value obtained for the calculated total energy is -17748.2007 eV. As for the molar mass: 186.25 g mol⁻¹. The calculation puts the HOMO energy at -8.60 eV. The charge is 0. The energy above the lowest of the compared OMol25 structures with the same formula, charge and spin is 35.25 kcal per mole. As for the structure (SMILES): C[C@H](N)CC/C=C/N.O.O.O.O. The calculation puts the LUMO energy at 0.56 eV. As for the largest force on an atom: 2.838 eV/A. For the frontier orbital gap, the calculation gives 9.1655 eV.

```
34
Properties=species:S:1:pos:R:3:forces:R:3:nbo_charge:R:1
C 1.42633 -1.89451 -1.78226 -0.802 0.125 0.260 -0.61
C 0.72254 -0.84210 -0.87852 1.241 -2.509 0.474 -0.05
N -0.63952 -0.60313 -1.32560 -0.188 1.097 0.306 -0.86
C 1.60673 0.36708 -0.57359 -0.752 1.035 -0.585 -0.41
C 2.29294 0.47435 0.79533 0.352 0.439 0.448 -0.41
C 1.33883 0.37224 1.95574 -0.098 -1.176 -1.042 -0.29
C 1.02758 1.27024 2.87005 -0.108 1.638 -1.061 -0.01
N -0.17672 1.36986 3.58421 0.171 -0.237 1.204 -0.81
H 2.22423 -2.35846 -1.20364 0.498 0.205 -0.440 0.21
H 1.72130 -1.47990 -2.75294 0.332 -0.199 0.421 0.19
H 0.71192 -2.70970 -1.96811 0.118 0.164 -0.051 0.20
H 0.64391 -1.43444 0.06250 -0.370 0.601 -0.334 0.18
H -1.08755 -1.49441 -1.47907 -0.255 0.060 -0.028 0.38
H -0.71602 -0.03972 -2.16567 0.310 -0.232 -0.173 0.35
H 0.90371 1.21105 -0.69849 0.565 0.150 0.204 0.21
H 2.42222 0.51857 -1.30048 -0.482 -0.294 -0.146 0.21
H 2.83699 1.42610 0.78739 -0.170 0.041 0.167 0.21
H 3.08972 -0.26730 0.87569 -0.091 -0.329 -0.043 0.21
H 0.75597 -0.53373 1.83204 -0.368 -0.079 0.584 0.19
H 1.57003 2.23376 2.79303 -0.216 -0.559 0.525 0.19
H -0.66470 0.50860 3.80486 0.191 -0.227 -0.561 0.37
H -0.05276 1.81559 4.48627 0.056 0.315 -0.186 0.37
O 2.97398 -0.30108 -4.53268 0.509 0.027 -0.102 -0.94
H 3.04153 0.63432 -4.30890 -0.271 -0.179 -0.026 0.47
H 2.05650 -0.56474 -4.46306 -0.197 0.251 -0.022 0.47
O -4.12531 0.40508 -0.14165 0.089 0.034 0.352 -0.95
H -3.58404 0.53942 0.64850 -0.035 0.386 0.133 0.49
H -3.50769 0.72523 -0.80332 -0.097 -0.031 -0.359 0.48
O -3.26749 -2.06869 0.87829 -1.453 1.056 0.250 -0.96
H -3.82231 -1.28126 0.63369 1.149 -0.567 -0.723 0.48
H -3.92140 -2.41204 1.49642 0.379 -0.844 0.332 0.46
O -1.47960 1.77507 0.45050 -0.854 0.499 -0.437 -0.98
H -1.35278 1.19970 -0.31825 0.451 -0.358 0.485 0.48
H -0.80842 1.57557 1.09990 0.395 -0.304 0.169 0.49
```
Positions in Å, forces in eV/Å.

***

Record 3
Density functional theory data (ωB97M-V with the def2-TZVPD basis set) for a molecular structure, C6H23B2MnO3.

The value obtained for the calculated total energy is -45399.9877 eV. As for the molar mass: 219.81 g mol⁻¹. The spin multiplicity is 6. The calculation puts the HOMO energy (spin up / spin down) at -3.78 / -3.65 eV. The charge is -1. The energy above the lowest of the compared OMol25 structures with the same formula, charge and spin is 118.82 kcal per mole. The calculation puts the LUMO energy (spin up / spin down) at 0.74 / 0.91 eV. As for the largest force on an atom: 5.367 eV/A. For the frontier orbital gap (spin up / spin down), the calculation gives 4.5220 / 4.5534 eV. As for the expectation value of S²: 8.75.

```
35
Properties=species:S:1:pos:R:3:forces:R:3:nbo_charge:R:1
Mn -0.27856 1.07529 -0.07725 -1.089 1.174 1.305 1.60
C -3.80796 -1.98459 2.91236 0.671 0.410 -0.016 -0.64
C -2.27657 -2.04004 3.20722 0.639 1.911 -1.610 -0.06
O -1.44032 -0.98767 2.70936 -1.065 -0.640 0.199 -0.88
H -4.08892 -2.10385 1.86597 0.166 -0.440 -0.103 0.19
H -4.23835 -1.01840 3.17570 0.263 0.194 0.277 0.20
H -4.26602 -2.72475 3.56845 -0.340 -0.278 -0.246 0.18
H -1.84238 -2.96696 2.83255 -0.298 -0.714 0.122 0.11
H -2.25809 -2.04949 4.29702 0.446 -0.015 0.505 0.12
B 0.88899 3.15677 1.98540 -0.875 -0.080 -0.676 -0.89
H 1.24969 2.14179 1.92259 1.884 -5.007 -0.425 -0.04
H 1.43313 3.64604 2.77833 2.589 2.075 2.371 0.04
H 0.80289 3.53966 0.98029 -0.011 2.233 -4.127 -0.05
H -0.10559 3.04792 2.38939 -4.127 -0.356 1.378 0.01
B -2.78078 2.25808 -1.29117 0.940 -0.812 0.426 -0.91
H -1.87654 2.68240 -1.69925 4.112 2.166 -1.829 -0.03
H -3.64117 2.83048 -1.60155 -3.120 1.924 -1.371 0.06
H -2.74518 1.21749 -1.57424 -0.373 -4.456 -1.373 -0.03
H -2.74632 2.30727 -0.21384 0.297 0.183 4.693 0.00
C 3.11203 1.81326 -1.89438 1.000 -0.452 -0.534 -0.26
O 2.46718 0.58368 -1.50907 -0.413 1.950 -0.385 -0.56
C 3.22047 -0.55600 -1.74046 -0.662 -1.514 0.553 -0.07
C 2.28955 -1.81276 -1.58556 0.077 1.017 -0.106 -0.07
O 0.92483 -1.42520 -1.67632 0.047 -0.406 0.096 -0.55
C 0.05124 -2.54346 -1.73685 -1.182 0.232 0.144 -0.27
H 3.85936 2.13302 -1.16819 -0.673 0.353 0.651 0.19
H 2.43029 2.57963 -2.26318 -0.445 -0.124 0.956 0.21
H 3.76465 1.71586 -2.76197 -0.065 -0.870 -0.507 0.16
H 3.92740 -0.73097 -0.92944 0.677 0.470 -0.176 0.17
H 3.71978 -0.52722 -2.70894 -0.012 0.067 -0.091 0.17
H 2.51156 -2.22811 -0.60255 -0.328 -0.281 0.086 0.17
H 2.53405 -2.54909 -2.35117 -0.020 -0.125 -0.089 0.17
H -0.97222 -2.19216 -1.60565 0.042 0.442 -0.028 0.21
H 0.14288 -3.25989 -0.92050 0.685 -0.076 0.010 0.19
H 0.03502 -3.02803 -2.71309 0.561 -0.156 -0.079 0.17
```
Positions in Å, forces in eV/Å.